Entry from the OMol25 dataset: a 4-piece molecular cluster, C5H17NO2 overall at a distorted geometry (wB97M-V/def2-TZVPD).

```
25
Properties=species:S:1:pos:R:3:mulliken_charge:R:1
C -2.50 -0.60 -1.85 -1.27
C -1.35 -0.56 -0.88 -0.34
C -1.76 -0.30 0.54 -0.43
C -0.63 0.18 1.45 -0.61
N 0.42 -0.84 1.75 -0.20
C 1.86 -0.49 1.43 -0.85
H -2.13 -0.88 -2.95 0.27
H -3.47 -1.23 -1.76 0.31
H -2.92 0.44 -1.76 0.29
H -0.54 0.09 -1.20 0.26
H -0.80 -1.49 -0.97 0.38
H -2.04 -1.31 0.96 0.25
H -2.63 0.24 0.83 0.49
H -1.16 0.36 2.41 0.35
H -0.06 0.99 0.95 0.32
H 0.15 -1.33 2.64 0.26
H 2.52 -0.05 2.26 0.30
H 1.92 0.44 0.84 0.24
H 2.46 -1.24 0.93 0.35
H 1.21 -0.23 -0.43 0.16
H 1.18 2.79 -1.01 0.18
O 0.90 1.95 -0.61 -0.77
H 2.29 1.16 -0.87 0.42
H 3.77 1.09 -1.76 0.28
O 3.30 0.82 -0.98 -0.66
```

Its energy above the lowest of the compared OMol25 structures with the same formula, charge and spin is 818.0 kJ/mol. For the strongest force on any atom, the calculation gives 3.102 eV/A. The frontier orbital gap is 6.17 eV. The total energy is -405.6309 a.u. The total charge is 0.



Entry from the OMol25 dataset: one molecule with the formula CH2FOPS at a distorted geometry (wB97M-V/def2-TZVPD).

```
7
Properties=species:S:1:pos:R:3:mulliken_charge:R:1
C 0.04 0.33 0.39 -0.43
O 2.47 1.51 0.05 -0.40
F 2.99 -0.92 0.84 -0.13
P 0.93 1.68 -0.02 0.15
S 3.30 -0.31 -0.62 0.39
H -1.03 0.40 0.50 0.29
H 0.37 -0.72 0.09 0.13
```

Its expectation value of S² is 2.0162. Its energy above the lowest of the compared OMol25 structures with the same formula, charge and spin is 282.6 kJ/mol. For the strongest force on any atom, the calculation gives 2.588 eV/A. The frontier orbital gap (alpha / beta) is 7.91 / 5.26 eV. The total energy is -953.7731 a.u. The total charge is 0. Its spin multiplicity is 3.



Entry from the OMol25 dataset: a 3-piece molecular cluster, C21H33F16IN2O6P overall at a distorted geometry (wB97M-V/def2-TZVPD).

```
80
Properties=species:S:1:pos:R:3:mulliken_charge:R:1
C -2.19 -0.25 -2.74 -1.66
C -1.52 -0.90 -1.54 -0.49
C -0.43 -0.06 -0.81 3.89
C -0.69 1.42 -1.07 -2.06
C 0.09 2.36 -0.15 0.13
C 0.05 3.79 -0.64 -1.41
C -1.33 4.42 -0.53 -0.33
O -1.58 5.37 -1.53 -0.55
C -0.70 -0.30 0.67 -2.69
N 0.53 -0.26 1.51 0.53
C 1.42 -1.40 1.13 -2.81
C 1.83 -1.37 -0.32 2.85
O 3.17 -0.89 -0.31 -0.49
P 1.94 -3.16 -0.81 0.68
N 2.39 -3.91 0.48 -0.81
O 2.96 -3.38 -2.01 -0.51
O 0.52 -3.70 -1.30 -0.50
C 1.02 -0.39 -1.22 -3.29
I 1.20 -0.90 -3.30 0.26
H -3.02 0.35 -2.45 0.35
H -1.51 0.28 -3.38 0.44
H -2.60 -1.04 -3.34 0.39
H -2.31 -1.05 -0.82 0.11
H -1.16 -1.88 -1.80 0.26
H -1.73 1.59 -0.87 0.64
H -0.43 1.68 -2.08 0.50
H -0.32 2.34 0.85 0.35
H 1.13 2.09 -0.06 -0.33
H 0.39 3.78 -1.66 0.56
H 0.74 4.38 -0.07 0.58
H -2.09 3.67 -0.64 0.21
H -1.41 4.86 0.45 0.33
H -0.74 5.79 -1.76 0.34
H -1.11 -1.28 0.81 0.68
H -1.42 0.40 1.03 0.23
H 0.24 -0.43 2.47 0.44
H 1.00 0.64 1.52 0.30
H 0.95 -2.31 1.45 0.55
H 2.31 -1.32 1.71 0.41
H 3.44 -0.85 -1.24 0.49
H 3.24 -4.42 0.32 0.24
H 3.81 -3.11 -1.64 0.37
H -0.12 -3.57 -0.59 0.39
H 1.56 0.53 -1.16 1.46
C 5.23 0.76 2.25 -0.81
C 3.96 1.58 2.54 0.77
C 3.59 2.66 1.54 0.36
F 4.53 3.61 1.48 -0.23
F 2.42 3.24 1.94 -0.28
F 4.01 2.09 3.78 -0.27
F 2.89 0.68 2.53 -0.33
O 6.38 1.16 2.94 -0.43
C 7.16 2.16 2.42 0.76
C 7.20 3.36 3.37 0.18
F 5.95 3.84 3.54 -0.22
F 7.95 4.33 2.81 -0.25
F 6.76 2.51 1.19 -0.28
F 8.41 1.68 2.32 -0.30
H 5.02 -0.24 2.62 0.45
H 5.40 0.66 1.18 0.42
H 3.44 2.23 0.54 0.16
H 7.62 3.07 4.33 0.27
C -6.79 -2.63 0.24 -0.77
C -5.58 -1.69 0.40 0.89
C -5.41 -0.58 -0.65 0.05
F -5.23 -1.10 -1.88 -0.23
F -4.30 0.14 -0.33 -0.23
F -4.44 -2.41 0.47 -0.22
F -5.74 -1.05 1.59 -0.35
O -6.52 -3.86 -0.38 -0.41
C -6.55 -3.96 -1.74 0.71
C -5.16 -4.28 -2.27 0.13
F -4.34 -3.27 -1.88 -0.15
F -5.17 -4.33 -3.61 -0.26
F -7.05 -2.85 -2.31 -0.27
F -7.37 -4.98 -2.06 -0.30
H -7.08 -2.89 1.25 0.40
H -7.65 -2.13 -0.21 0.37
H -6.28 0.09 -0.65 0.41
H -4.79 -5.22 -1.86 0.28
```

For the strongest force on any atom, the calculation gives 2.682 eV/A. The frontier orbital gap is 9.13 eV. The total energy is -3617.6368 a.u. The total charge is +1.



Entry from the OMol25 dataset: a 7-piece molecular cluster, C7H21N7O14 overall at a distorted geometry (wB97M-V/def2-TZVPD).

```
49
Properties=species:S:1:pos:R:3:mulliken_charge:R:1
C -5.59 0.82 -1.82 -0.63
N -6.69 1.86 -1.95 0.82
O -6.40 3.03 -1.71 -0.51
O -7.80 1.45 -2.29 -0.50
H -5.86 -0.08 -2.38 0.28
H -5.51 0.75 -0.73 0.27
H -4.69 1.29 -2.21 0.27
C -2.45 -6.30 1.28 -0.70
N -2.98 -4.87 1.39 0.83
O -2.49 -4.20 0.55 -0.49
O -3.73 -4.53 2.31 -0.52
H -1.51 -6.53 0.80 0.31
H -3.29 -6.83 0.84 0.27
H -2.24 -6.65 2.29 0.29
C 0.99 -0.48 0.14 -0.74
N 1.05 -0.05 -1.29 0.90
O 0.07 0.48 -1.65 -0.52
O 2.02 -0.37 -1.93 -0.54
H 1.22 -1.54 0.27 0.28
H 0.10 -0.23 0.71 0.31
H 1.84 0.07 0.56 0.30
C 0.71 0.51 -6.68 -0.63
N 0.82 0.88 -8.10 0.82
O -0.03 1.56 -8.71 -0.51
O 1.79 0.33 -8.62 -0.50
H 0.64 -0.58 -6.61 0.26
H -0.19 1.01 -6.33 0.30
H 1.63 0.67 -6.11 0.26
C -2.27 5.83 -2.95 -0.62
N -1.31 6.74 -2.24 0.85
O -1.37 6.68 -1.02 -0.52
O -0.58 7.45 -2.88 -0.52
H -2.44 6.13 -3.98 0.29
H -3.14 6.03 -2.31 0.29
H -1.85 4.83 -2.92 0.23
C 6.77 -3.65 4.31 -0.71
N 5.81 -3.40 3.18 0.81
O 4.59 -3.29 3.48 -0.49
O 6.40 -3.17 2.12 -0.48
H 6.43 -3.35 5.31 0.29
H 7.66 -3.09 4.04 0.30
H 6.88 -4.73 4.37 0.28
C 2.37 1.61 7.69 -0.63
N 2.41 1.06 6.28 0.83
O 1.38 0.97 5.67 -0.52
O 3.45 0.61 5.90 -0.51
H 3.34 2.12 7.62 0.29
H 2.42 0.81 8.42 0.26
H 1.60 2.35 7.92 0.28
```

Its energy above the lowest of the compared OMol25 structures with the same formula, charge and spin is 249.6 kJ/mol. The SMILES is C[N+](=O)[O-].C[N+](=O)[O-].C[N+](=O)[O-].C[N+](=O)[O-].C[N+](=O)[O-].C[N+](=O)[O-].C[N+](=O)[O-]. For the strongest force on any atom, the calculation gives 4.382 eV/A. The frontier orbital gap is 10.86 eV. The total energy is -1715.2131 a.u. The total charge is 0.



Q: Look up the total charge of the first one.
A: 0



Q: What is the strongest force on any atom in the fourth record?
A: 4.382 eV/A